No. 1
This record from the OMol25 dataset describes the molecule C2H4O2S. The level of theory is ωB97M-V/def2-TZVPD.

Values from the calculation:
Lowest unoccupied orbital energy, eV: -0.3
E_HOMO, hartree: -0.33152
Relative energy (zero: lowest compared OMol25 entry of this formula, charge and spin), kcal/mol: 72.1
M, g mol⁻¹: 92.1
SMILES string: OCC(O)=S
Charge: 0
HOMO-LUMO gap, Ha: 0.320
Largest force on an atom, hartree/bohr: 0.132

Structure (XYZ):
```
9
Properties=species:S:1:pos:R:3:nbo_charge:R:1
C -0.2283 -0.6182 -0.1518 -0.25
H -0.6187 1.2281 -0.4705 0.49
H -0.3639 -1.0477 -1.1428 0.24
O -1.5191 -0.1068 0.1176 -0.67
H 0.2710 -1.5835 0.4735 0.23
C 0.8605 0.2632 -0.0150 0.22
S 2.5470 -0.0178 0.0604 -0.09
H -1.2689 0.3497 1.1787 0.48
O 0.3202 1.5330 -0.0500 -0.66
```

No. 2
This record from the OMol25 dataset describes a structure of composition C47H52CoFN3O3P. The level of theory is ωB97M-V/def2-TZVPD.

Values from the calculation:
Lowest unoccupied orbital energy (spin up / spin down), eV: -3.3 / -3.3
E_HOMO (spin up / spin down), hartree: -0.30776 / -0.33992
M, g mol⁻¹: 815.9
Spin multiplicity: 4
Charge: +1
HOMO-LUMO gap (spin up / spin down), Ha: 0.188 / 0.220
Largest force on an atom, hartree/bohr: 0.014

Structure (XYZ):
```
108
Properties=species:S:1:pos:R:3:mulliken_spin:R:1
Co 1.3465 1.8205 -0.8012 2.82
C -5.8232 -3.6600 5.0029 0.00
H 4.2156 4.1791 1.1080 0.00
H -5.0499 -5.3565 5.9795 0.00
H -0.1084 -0.8728 2.2964 0.00
H -6.1440 -4.1606 4.0935 0.00
H 5.0635 2.8426 -2.8674 0.00
H -7.2163 0.2677 0.4260 0.00
H 4.5303 -1.2321 -5.6752 0.00
H -4.9680 -0.4862 2.9491 0.00
C 0.8245 -1.5145 -4.6880 0.01
H -1.7759 -2.8886 -0.1459 0.00
C 6.2035 2.9351 -0.3681 0.00
N -4.7050 -4.4828 5.5878 0.00
H -6.6392 -3.6556 5.7213 0.00
H -3.4802 -1.9477 -1.2271 0.00
H 2.7255 -4.5366 -0.4434 0.00
H -5.7243 2.2206 0.8199 0.00
H -0.6229 1.3415 -3.4900 0.00
H -3.9218 2.6897 -0.2758 0.00
H 5.8472 0.8042 -0.5836 0.00
C 2.0641 -1.2607 -1.0680 0.02
H -3.2887 -4.3109 7.1560 0.00
C 6.5417 1.5628 -0.9583 0.00
C 2.1442 -2.6396 -1.2656 -0.01
O -0.1938 2.9295 -1.1833 0.04
C 2.6050 -1.9940 -6.2237 0.01
C 3.0598 -0.7257 -4.2096 0.00
H 4.8645 0.4089 -3.9358 0.00
H 6.5057 1.5484 -2.0486 0.00
H -2.1642 -2.9159 5.6648 0.00
H 0.7335 4.8267 -3.1045 0.00
H -0.2216 -1.5980 -4.4244 0.00
H 7.5520 1.2703 -0.6625 0.00
H -5.8776 -0.8480 0.7576 0.00
H -5.7614 1.2209 2.2433 0.00
C -3.9548 -3.6600 6.5974 0.00
C 2.6723 -3.4652 -0.2896 0.01
C -5.4507 1.2403 1.1997 0.00
C -3.3242 1.9609 0.2621 0.00
C 3.1376 -1.5166 1.0600 -0.01
C 3.4848 -1.3145 -5.3961 -0.01
H 6.3168 3.8727 1.6101 0.00
C 3.2056 3.8435 -2.5775 0.00
H 3.6318 0.7566 -2.7274 -0.01
C -3.9063 -0.5955 2.8187 0.00
C -0.9488 -2.4537 -0.7112 0.00
H 2.9317 3.7529 -3.6246 0.00
H 7.3115 2.4341 1.4150 0.00
H 2.1117 5.1310 0.3313 0.00
C -3.2730 0.2352 1.8787 0.00
C 3.9597 4.0814 0.0605 0.01
H -3.1525 -1.6710 6.4184 0.00
H 3.5780 -1.0825 1.9526 0.00
H -0.1882 -2.1057 -0.0133 0.00
C 1.2686 -2.0940 -5.8693 0.00
C -1.4637 -1.3407 -1.5904 0.01
C 4.8369 3.4489 -0.8163 -0.01
H -4.5103 -0.1945 -2.6286 0.00
H -4.6988 -3.2526 7.2774 0.00
H 6.9451 3.6479 -0.7436 0.00
P 1.1928 -0.1512 -2.2196 0.01
O -2.2590 3.7184 -1.4937 0.01
F -1.0593 -2.4938 4.0054 0.00
H 3.6629 1.0881 -0.5761 -0.02
H 1.7675 -3.0692 -2.1885 0.00
C -1.1785 -0.7742 2.4529 0.00
N -3.9828 1.1671 1.1402 0.00
C -2.8486 -1.2280 -1.7403 0.00
H -3.0549 1.4795 -3.7571 0.00
C 2.6670 -0.6540 0.0586 -0.07
C 2.7505 4.6114 -0.3756 -0.01
C -1.4605 2.9481 -0.9805 0.00
H 1.4825 6.3097 -2.4961 0.00
H -4.0600 -4.7007 4.8264 0.00
C -3.4320 -0.2452 -2.5251 0.00
C -5.2752 -2.2517 4.7352 0.00
N -3.8380 -2.3661 4.5167 0.00
O -0.0053 0.7113 0.4663 0.02
C 2.8622 0.8237 0.1274 0.11
C -1.9925 1.9297 0.0086 -0.01
H -5.8156 0.2056 -0.6560 0.00
H 2.9623 -2.4417 -7.1430 0.00
H 0.5684 -2.6176 -6.5094 0.00
C -1.8963 0.1407 1.6930 0.02
H 4.5395 -0.7465 -2.6407 0.00
C -0.6427 -0.4175 -2.2601 0.01
C 4.0739 -0.0369 -3.3306 0.02
C -1.2493 0.5895 -3.0188 0.00
H 0.3797 5.3729 -1.4742 0.00
C -3.1792 -2.5851 5.8176 0.00
C 4.4217 3.3294 -2.1417 0.01
C 6.3515 2.8825 1.1515 0.00
C 1.7058 -0.8276 -3.8508 0.03
H -5.4942 -1.5799 5.5723 0.00
C -3.1979 -1.5000 3.5842 0.00
H 3.5273 -3.5296 1.6801 0.00
C 3.1268 -2.8939 0.8972 0.00
C -1.8065 -1.5650 3.3591 0.00
H 5.5594 2.2694 1.5933 0.00
C -1.1946 0.9430 0.6741 -0.03
H -5.7952 -1.8650 3.8712 0.00
C 2.3587 4.5361 -1.7105 0.02
H 3.1825 1.1676 1.1118 0.00
H -0.4964 -3.2504 -1.3010 0.00
C -6.1319 0.1482 0.3869 0.00
C -2.6244 0.6797 -3.1680 0.00
C 1.1661 5.2988 -2.2225 0.00
```

No. 3
This record from the OMol25 dataset describes a cluster of 12 separate species, H24O12 in total. The level of theory is ωB97M-V/def2-TZVPD.

Values from the calculation:
Lowest unoccupied orbital energy, eV: -0.7
E_HOMO, hartree: -0.34381
Relative energy (zero: lowest compared OMol25 entry of this formula, charge and spin), kcal/mol: 115.7
M, g mol⁻¹: 216.2
SMILES string: O.O.O.O.O.O.O.O.O.O.O.O
Charge: 0
HOMO-LUMO gap, Ha: 0.319
Largest force on an atom, hartree/bohr: 0.291

Structure (XYZ):
```
36
Properties=species:S:1:pos:R:3:nbo_charge:R:1
H -19.7638 21.9234 62.9508 0.49
H -19.3755 22.7089 58.7961 0.48
O -18.9459 18.5847 64.1540 -1.02
O -17.1114 20.3317 63.8150 -0.95
O -21.7977 23.7023 60.7602 -0.94
H -19.8246 21.5925 65.3649 0.53
O -16.6831 21.9303 61.4288 -0.98
O -23.4053 19.5123 61.9977 -1.00
O -19.8734 20.1455 61.3983 -0.96
H -22.0543 18.4288 60.7072 0.52
O -18.5327 22.9249 59.0470 -0.95
H -21.0863 23.0455 60.7173 0.48
H -22.5313 19.4479 62.5159 0.51
H -17.5256 22.3902 61.0975 0.51
H -18.4040 17.8352 63.9080 0.48
H -17.9349 22.6927 58.4286 0.48
H -22.3940 16.9061 60.0149 0.49
H -21.3304 21.9528 64.5605 0.51
H -21.0516 19.8712 64.1068 0.47
H -16.0010 22.6806 61.5146 0.48
H -16.3424 20.0498 63.3583 0.49
H -19.5034 20.0046 62.2125 0.47
O -21.7575 17.4394 60.5572 -0.98
H -17.4725 20.9200 63.1269 0.51
H -20.3426 17.8991 59.7234 0.48
O -19.6984 18.4509 59.2358 -1.00
H -19.7957 21.0427 61.1423 0.48
O -19.6042 22.2343 62.1350 -0.97
O -20.5577 21.4101 64.6312 -1.00
H -18.2396 19.3258 64.3404 0.50
H -23.8885 20.2373 62.4484 0.46
H -20.6445 18.6908 63.7040 0.45
H -19.3214 23.2241 62.3146 0.49
O -21.3872 18.9908 63.7668 -0.93
H -22.1370 23.6515 61.7087 0.46
H -19.7289 19.1856 59.8123 0.47
```

No. 4
This record from the OMol25 dataset describes a cluster of 3 separate species, C12H31Cl2N3O4P2 in total. The level of theory is ωB97M-V/def2-TZVPD.

Values from the calculation:
Lowest unoccupied orbital energy, eV: 0.2
E_HOMO, hartree: -0.31740
M, g mol⁻¹: 414.3
SMILES string: CC(C)[C@@H](C)CO[PH](N)(Cl)P(O)Cl.CNC(C)=O.CNC(C)=O
Charge: 0
HOMO-LUMO gap, Ha: 0.324
Largest force on an atom, hartree/bohr: 0.013

Structure (XYZ):
```
54
Properties=species:S:1:pos:R:3:nbo_charge:R:1
C 5.0647 -0.3951 0.0859 -0.61
H -1.3758 0.5238 1.7566 0.40
C -7.5394 -4.9594 1.7597 -0.41
H 6.7900 0.1557 -1.0096 0.20
O 2.3888 -1.2594 -0.6887 -0.99
N 0.5311 1.4101 -2.4182 -1.16
H 6.0755 -0.6140 -3.0130 0.22
H -7.4476 -5.4920 0.8110 0.19
H -4.8714 1.6978 1.3129 0.22
H 4.8473 -1.4319 -0.1704 0.21
H -5.4664 0.1833 2.0084 0.27
H -4.8021 0.2021 0.3769 0.23
H 0.7317 0.5304 -2.8838 0.39
H 7.6222 2.5813 -1.2851 0.22
H -5.9773 -3.3504 3.6381 0.22
O -3.2297 -0.3569 2.9856 -0.64
C 6.6457 2.5955 -1.7705 -0.60
C 5.6018 1.8749 -0.9014 -0.24
O 3.1691 1.5247 -1.4228 -0.85
N -2.2482 0.7817 1.3199 -0.62
H 6.3871 3.6398 -1.9491 0.21
P 1.6123 1.7661 -1.1877 1.45
C -7.0092 -2.4947 1.9510 0.68
H 0.4356 2.1521 -3.1040 0.42
H 4.4591 -0.8706 -2.3802 0.18
H 4.1332 0.0720 0.4021 0.21
H 4.8821 0.6724 -3.1011 0.21
H -6.6176 -5.1024 2.3146 0.21
Cl 1.7967 0.1901 1.6546 -0.32
C -2.2021 1.5763 0.1088 -0.42
H 6.7543 2.1071 -2.7409 0.21
Cl 1.6538 3.8860 -1.9354 -0.52
C -4.7003 0.6221 1.3790 -0.73
H 5.8641 2.0699 0.1422 0.21
O -7.3521 -1.3529 1.6900 -0.64
H -1.6580 1.0541 -0.6787 0.20
H 3.9038 3.0848 -0.2683 0.20
H 2.6810 -1.1117 -1.6004 0.50
C -3.3459 0.3089 1.9676 0.68
N -7.7739 -3.5483 1.5482 -0.62
C 5.7165 0.3535 -1.0827 -0.21
C -5.7464 -2.8087 2.7196 -0.73
H -8.3508 -5.4139 2.3314 0.20
H 5.7321 -0.4027 0.9502 0.21
C 4.2126 2.5031 -1.1354 -0.05
P 1.1359 -0.2872 -0.2402 0.75
C 5.2594 -0.1349 -2.4727 -0.61
H -3.2117 1.7685 -0.2403 0.21
H 4.2484 3.1764 -1.9874 0.20
H -8.6021 -3.2732 1.0441 0.40
H -5.2345 -1.8850 2.9745 0.27
H -1.7175 2.5382 0.2950 0.19
H -5.0717 -3.4271 2.1254 0.22
H 1.2156 2.3696 0.0147 -0.02
```

No. 5
This record from the OMol25 dataset describes a cluster of 4 separate species, C21H54BrN4O9P2S in total. The level of theory is ωB97M-V/def2-TZVPD.

Values from the calculation:
Lowest unoccupied orbital energy, eV: -3.1
E_HOMO, hartree: -0.37718
M, g mol⁻¹: 680.6
Charge: +1
HOMO-LUMO gap, Ha: 0.264
Largest force on an atom, hartree/bohr: 0.058

Structure (XYZ):
```
92
Properties=species:S:1:pos:R:3:mulliken_charge:R:1
H 2.9129 5.7745 -5.4653 0.26
H 4.2904 -0.2370 -5.6023 0.36
H -8.6315 -2.7424 6.3498 0.40
H -2.7855 -0.4420 3.3289 0.42
H -6.7834 -6.0838 3.6480 0.31
H 2.4804 7.0658 -8.1861 0.28
C -2.3239 -1.7550 5.0531 -0.72
H 5.3659 1.8567 -4.9015 0.41
H 3.6883 1.9900 1.7494 0.36
C 2.4853 -0.9801 0.3155 -1.67
H -1.5919 -2.5521 4.9375 0.34
H 0.1911 0.4617 0.4583 0.56
O 3.0896 1.9286 0.9848 -0.40
H -2.5036 -0.4003 6.5952 0.25
H -3.2896 -2.2096 4.8544 0.24
C 4.3319 -2.2586 1.2743 -0.83
H 0.7834 3.8284 -7.4093 0.36
C 3.4570 0.0973 -4.9782 -0.79
H 0.1113 -2.0002 0.5047 0.58
H -2.6939 -1.5580 -0.1066 0.29
H -0.3299 1.3079 3.2036 0.87
O 3.3135 1.5045 -5.0353 -0.30
C -0.6340 -0.7379 3.3411 0.51
O 2.6752 4.6382 -7.1333 -0.33
H 1.7768 4.4212 -5.2799 0.29
H 1.8332 7.5418 -9.7819 0.33
H 2.2934 -1.9376 -0.1614 0.67
H -6.2642 -5.7753 5.3285 0.36
C -7.6401 -3.0604 6.0139 -0.52
N -2.5850 -1.3011 0.8731 -0.54
S 0.6431 3.3636 0.3832 -0.41
C 1.6942 4.0491 -7.9732 -0.41
H 4.0951 -0.2739 1.3397 0.22
H 4.6574 1.9879 -6.5361 0.31
H -1.9057 0.2854 4.6306 0.72
H 1.0224 8.0713 -8.2962 0.24
H -7.0174 -2.1669 5.9039 0.29
H 3.4884 -2.8799 1.5797 0.23
C 3.6414 -0.3808 -3.5552 -0.10
H 3.6416 -1.4770 -3.5477 0.41
H -1.3593 -1.5697 6.8445 0.29
H 4.9377 -2.0668 2.1510 0.33
H 0.6989 4.3866 -9.8290 0.38
H 1.1334 -2.8970 1.5717 0.34
H -5.3824 -4.4830 7.9198 0.30
C 1.3785 4.9274 -9.1626 -0.64
C 2.1248 5.2078 -5.9593 -0.86
C -7.7765 -3.7679 4.6849 -0.48
O -1.6006 -3.7573 0.7929 -0.48
C 1.5690 7.2520 -8.7595 -0.67
H 2.1064 3.1011 -8.3346 0.36
H -3.5266 -1.0809 1.1938 0.27
H 4.2004 1.9630 -2.5891 0.26
H -5.1199 -5.5709 3.9880 0.21
H -5.6101 -2.7278 7.7806 0.32
N -0.5056 -2.0092 2.5698 0.22
H 4.3360 3.2394 -5.3251 0.16
O 4.8813 0.0389 -3.0153 -0.41
H 1.6026 1.8896 3.6635 0.35
H 2.8091 -0.0350 -2.9313 0.05
O 1.6504 2.6103 3.0080 -0.55
C 1.5122 -0.7978 1.5255 1.11
C 0.6615 0.4831 1.4338 -0.29
C -1.9962 -0.6256 4.0500 -0.94
H -8.2775 -3.0994 3.9781 0.35
H -5.1576 -3.6917 6.3470 0.12
P -2.1219 -2.6273 1.8453 0.28
H -8.3889 -4.6666 4.7929 0.37
N -2.2731 -1.3750 6.4645 -0.57
C -6.1601 -5.4535 4.2901 -0.76
H 2.3138 -0.1997 -0.4220 0.14
O 0.7177 6.1197 -8.7689 -0.36
O -6.5037 -4.0872 4.1301 -0.31
H 4.2725 0.8323 -1.2060 -0.14
C 4.4883 2.1728 -5.4710 -0.74
H 1.2968 5.8824 -6.1897 0.45
C -5.7439 -3.6877 7.2707 -0.55
H 4.9373 -2.8254 0.5749 0.30
H 2.5359 -0.3390 -5.3805 0.40
N 3.8941 -0.9893 0.6578 -0.19
H -0.2392 -2.7336 3.2373 0.70
Br 0.7104 -0.7057 4.7844 0.02
C 0.5644 -1.9801 1.4889 -1.40
H -1.4167 0.7312 2.0039 0.38
O -7.1149 -3.9189 7.0139 -0.38
H 2.1442 -0.7924 2.4049 0.29
H -2.0962 -3.6211 -0.0363 0.33
H 2.2910 5.1548 -9.7210 0.34
P 1.5681 2.0813 1.4836 0.52
C 4.7604 1.1422 -2.1338 -0.17
C -0.4746 0.5116 2.4864 -2.21
H 5.7647 1.4912 -1.8988 0.33
```

No. 6
This record from the OMol25 dataset describes the ion C7H11N2Si with charge +1. The level of theory is ωB97M-V/def2-TZVPD.

Values from the calculation:
Lowest unoccupied orbital energy, eV: -5.5
E_HOMO, hartree: -0.43475
Relative energy (zero: lowest compared OMol25 entry of this formula, charge and spin), kcal/mol: 73.8
M, g mol⁻¹: 151.3
SMILES string: CN([NH+]=[SiH2])c1ccccc1
Charge: +1
HOMO-LUMO gap, Ha: 0.233
Largest force on an atom, hartree/bohr: 0.072

Structure (XYZ):
```
21
Properties=species:S:1:pos:R:3:nbo_charge:R:1
H 2.7132 2.7508 0.0474 0.23
Si -3.3460 0.7190 -0.1630 1.41
H 4.4252 0.9678 -0.1862 0.23
H 1.3738 -1.9792 -0.0571 0.22
H 0.3960 2.2092 0.2910 0.19
C 3.3809 0.7188 -0.1041 -0.21
N -1.7182 0.8111 0.1972 -0.87
C 0.6662 0.0563 0.1752 0.19
C 1.6348 -0.9349 -0.0155 -0.27
H -4.0479 1.9835 -0.0686 -0.11
H -0.5023 -2.3572 0.5012 0.26
C -1.1797 -1.5937 0.1280 -0.44
H -2.1331 -1.7261 0.6433 0.21
H 3.6995 -1.3925 -0.2385 0.23
N -0.6523 -0.3103 0.4713 -0.20
H -3.9652 -0.5292 -0.5456 -0.11
C 2.9729 -0.6017 -0.1305 -0.17
C 2.4266 1.7105 0.0348 -0.17
H -1.2772 1.6792 0.5002 0.45
C 1.0916 1.3866 0.1860 -0.28
H -1.3139 -1.7304 -0.9523 0.20
```

Question: Which formula does entry 3 have?
Answer: H24O12

Repeat the third record exactly.
This record from the OMol25 dataset describes a cluster of 12 separate species, H24O12 in total. The level of theory is ωB97M-V/def2-TZVPD.

Values from the calculation:
Lowest unoccupied orbital energy, eV: -0.7
E_HOMO, hartree: -0.34381
Relative energy (zero: lowest compared OMol25 entry of this formula, charge and spin), kcal/mol: 115.7
M, g mol⁻¹: 216.2
SMILES string: O.O.O.O.O.O.O.O.O.O.O.O
Charge: 0
HOMO-LUMO gap, Ha: 0.319
Largest force on an atom, hartree/bohr: 0.291

Structure (XYZ):
```
36
Properties=species:S:1:pos:R:3:nbo_charge:R:1
H -19.7638 21.9234 62.9508 0.49
H -19.3755 22.7089 58.7961 0.48
O -18.9459 18.5847 64.1540 -1.02
O -17.1114 20.3317 63.8150 -0.95
O -21.7977 23.7023 60.7602 -0.94
H -19.8246 21.5925 65.3649 0.53
O -16.6831 21.9303 61.4288 -0.98
O -23.4053 19.5123 61.9977 -1.00
O -19.8734 20.1455 61.3983 -0.96
H -22.0543 18.4288 60.7072 0.52
O -18.5327 22.9249 59.0470 -0.95
H -21.0863 23.0455 60.7173 0.48
H -22.5313 19.4479 62.5159 0.51
H -17.5256 22.3902 61.0975 0.51
H -18.4040 17.8352 63.9080 0.48
H -17.9349 22.6927 58.4286 0.48
H -22.3940 16.9061 60.0149 0.49
H -21.3304 21.9528 64.5605 0.51
H -21.0516 19.8712 64.1068 0.47
H -16.0010 22.6806 61.5146 0.48
H -16.3424 20.0498 63.3583 0.49
H -19.5034 20.0046 62.2125 0.47
O -21.7575 17.4394 60.5572 -0.98
H -17.4725 20.9200 63.1269 0.51
H -20.3426 17.8991 59.7234 0.48
O -19.6984 18.4509 59.2358 -1.00
H -19.7957 21.0427 61.1423 0.48
O -19.6042 22.2343 62.1350 -0.97
O -20.5577 21.4101 64.6312 -1.00
H -18.2396 19.3258 64.3404 0.50
H -23.8885 20.2373 62.4484 0.46
H -20.6445 18.6908 63.7040 0.45
H -19.3214 23.2241 62.3146 0.49
O -21.3872 18.9908 63.7668 -0.93
H -22.1370 23.6515 61.7087 0.46
H -19.7289 19.1856 59.8123 0.47
```